Entry 1
# C7H7NO3

One molecule with the formula C7H7NO3 (ωB97M-V/def2-TZVPD, the Open Molecules 2025 dataset).

Gap between HOMO and LUMO, Eh: 0.3278
SMILES: C#CC(=O)[C@@]1(O)CN(C)C1=O

CARTESIAN COORDINATES (ANGSTROEM)
C -0.86003 0.71974 0.31805
H 3.14230 0.70025 -0.89417
O -1.20603 1.87367 0.90263
C -1.85484 -1.36942 -0.69596
H -1.91978 -3.01566 -2.21002
H 2.85895 -0.89950 -0.57980
N 1.28544 0.39678 0.00437
H -2.14739 1.61034 1.22462
O -3.07313 -0.02049 0.77231
C -2.07417 -0.31937 0.20122
C 2.65913 0.09347 -0.06141
O 0.35298 1.56403 -1.89161
H 0.53046 -1.00241 1.28230
C -1.96001 -2.28134 -1.48385
C 0.33714 1.01924 -0.82368
H 0.45646 0.82029 1.98835
H 3.09029 0.01982 0.87454
C 0.38223 0.09058 1.07211

Entry 2
# C7H7NO3

One molecule with the formula C7H7NO3 (ωB97M-V/def2-TZVPD, the Open Molecules 2025 dataset).

Gap between HOMO and LUMO, Eh: 0.3241
SMILES: Nc1ccc(C(=O)O)c(O)c1

CARTESIAN COORDINATES (ANGSTROEM)
H 1.58689 1.34460 1.07403
C -0.76534 0.74873 1.91622
O -1.92017 0.16156 2.21476
H -0.31680 -1.85067 -2.05502
C -0.04852 0.20904 0.64518
C 1.18441 0.73343 0.28807
O -0.29672 1.66629 2.65959
H 1.56675 -1.05671 -3.81098
N 1.83106 -0.79136 -2.90707
C -0.68279 -0.56115 -0.28211
H -2.40296 -1.57175 -0.75151
H 2.82357 -0.41408 -2.95699
C 1.85639 0.50868 -0.90058
H -1.95431 -0.59189 1.48275
H 2.77654 1.03595 -0.98406
C 1.24678 -0.38733 -1.83354
O -1.98925 -0.94922 -0.07467
C 0.00106 -0.98222 -1.50760

Least stable structure: entry 1

Entry 1
# C5H7F

C5H7F as an isolated structure (ωB97M-V/def2-TZVPD, the Open Molecules 2025 dataset).

Gap between HOMO and LUMO, Eh: 0.3603

CARTESIAN COORDINATES (ANGSTROEM)
C 0.22808 1.13123 -1.31296
H -1.81814 -1.11682 -0.53273
C -1.07420 -0.58420 1.65454
H -0.50400 0.97967 -2.18456
C 1.59813 -0.49846 -0.08134
H 2.27753 0.01421 -0.73421
H 1.89015 -1.06668 0.96461
C 0.33599 -0.08204 -0.33249
H -0.51339 1.66122 -0.53183
F -2.06528 -1.57831 2.04146
H -0.46983 0.25355 2.53518
H 1.08312 1.54234 -1.69901
C -0.96816 -0.65571 0.21333

Entry 2
# C5H7F

One molecule with the formula C5H7F (ωB97M-V/def2-TZVPD, the Open Molecules 2025 dataset).

Gap between HOMO and LUMO, Eh: 0.3868
SMILES: C=C[C@H]1C[C@H]1F

CARTESIAN COORDINATES (ANGSTROEM)
C 2.48454 -0.07364 -0.00373
H 2.83635 0.84208 0.47130
H 0.42984 1.12623 1.25067
H 0.87027 -1.29527 -0.58214
H -0.96300 0.66107 -1.61737
H 3.21314 -0.86294 -0.33238
C 0.14377 0.53095 0.34750
F -1.42711 -1.15306 -0.10768
H -1.87765 0.14984 1.45054
C -1.25218 0.08797 0.50250
H -1.25228 2.11823 -0.49570
C -0.97915 1.08216 -0.57350
C 1.20090 -0.35440 -0.13540

Entry 3
# C5H7F

One molecule with the formula C5H7F (ωB97M-V/def2-TZVPD, the Open Molecules 2025 dataset).

Gap between HOMO and LUMO, Eh: 0.3468
SMILES: C=C(F)/C=C/C

CARTESIAN COORDINATES (ANGSTROEM)
C -2.18782 -0.33581 0.04249
H -2.77736 0.42816 -0.49055
H 0.21342 -1.73561 -0.32137
C 2.04383 1.09017 -0.01580
H -2.44378 -1.32439 -0.42133
C -0.73534 0.05519 0.02292
F 2.62416 -1.18460 0.08874
H 3.12588 1.27714 0.02496
H 1.31411 1.85359 -0.18001
C 0.36585 -0.69580 -0.11827
H -0.56900 1.14515 0.28507
C 1.71802 -0.22426 0.01438
H -2.69199 -0.34892 1.06876

Least stable structure: entry 1

Entry 1
# C5H9N3O

One molecule with the formula C5H9N3O (ωB97M-V/def2-TZVPD, the Open Molecules 2025 dataset).

Gap between HOMO and LUMO, Eh: 0.3280

CARTESIAN COORDINATES (ANGSTROEM)
H 0.69180 -0.75586 -2.42891
N -1.32147 2.00694 -0.28960
N 1.89916 0.31688 -0.19640
O 0.47729 -0.99996 1.62338
C 0.66891 -0.25123 -0.43970
H 2.03550 0.30125 0.83177
H -0.91223 0.79817 -3.37831
H -1.20722 -1.37876 2.94596
N -0.14875 -0.74832 0.38562
H -1.31827 2.83670 0.33348
H 0.42355 -2.30725 3.15846
C -0.79619 2.20454 -1.53431
C 0.10928 -0.06614 -1.87424
C -0.31032 -1.81469 2.42518
H 2.53763 0.46618 -0.97035
C -0.62387 0.96804 -2.31761
H -0.62023 -2.59591 1.67705
H -1.58459 1.01942 0.04855

Entry 2
# C5H9N3O

One molecule with the formula C5H9N3O (ωB97M-V/def2-TZVPD, the Open Molecules 2025 dataset).

Gap between HOMO and LUMO, Eh: 0.3489
SMILES: NN1C=NC[C@@H]2[C@@H](O)[C@@H]21

CARTESIAN COORDINATES (ANGSTROEM)
H 1.68530 1.01974 1.11035
N 0.94592 -0.84916 0.15960
H -2.36479 -0.32880 1.77610
H -2.51858 0.02836 -0.20188
H -0.86946 1.69736 1.56274
C 0.80795 0.57473 0.56708
H 0.24240 -2.66271 -0.11666
O -0.00366 2.66815 -0.60700
C -0.61520 0.76443 0.89953
H 1.01835 2.84230 -0.75427
C -0.12024 -1.67307 0.10209
C -0.06090 1.21811 -0.44240
H 1.24052 -0.90025 -1.85983
N -1.29650 -1.57530 0.51427
H 2.09310 -2.15802 -1.07143
N 1.79282 -1.12276 -0.97127
H -0.16567 0.81459 -1.44616
C -1.81135 -0.35772 0.77913

Entry 3
# C5H9N3O

One molecule with the formula C5H9N3O (ωB97M-V/def2-TZVPD, the Open Molecules 2025 dataset).

Gap between HOMO and LUMO, Eh: 0.3505
SMILES: [H]/N=C\N(C)/C(=N/[H])C(=C)O

CARTESIAN COORDINATES (ANGSTROEM)
N 3.28048 -0.33546 0.48142
H 2.43690 1.43107 -0.13380
N 0.94862 -0.02217 -0.09547
H -0.17999 -1.61940 -0.95075
H 0.63938 -1.99329 0.59143
O -2.48647 1.48049 -0.56141
N 0.13908 2.11149 -0.62029
H -0.76075 2.61097 -0.69034
C -1.59300 0.57490 -0.00834
H 1.54602 -1.87858 -0.92668
C 2.26858 0.36238 0.08693
H -3.38511 1.24505 -0.27607
C -0.11502 0.87798 -0.25277
H 3.00019 -1.28765 0.71245
C 0.71947 -1.44368 -0.35178
H -1.35081 -1.09660 1.28472
H -3.08259 -0.59144 0.94376
C -2.02493 -0.42611 0.76704

Entry 4
# C5H9N3O

One molecule with the formula C5H9N3O (ωB97M-V/def2-TZVPD, the Open Molecules 2025 dataset).

Gap between HOMO and LUMO (spin up / spin down), Eh: 0.2749 / 0.2748

CARTESIAN COORDINATES (ANGSTROEM)
H -2.04848 1.39059 1.29663
N 1.72996 1.76002 -1.85880
N 1.37148 1.14506 -0.65655
C -0.42340 0.23673 0.55689
H -0.50175 2.06957 -0.59366
C 0.12958 1.22827 -0.27510
N 0.12085 -1.10544 0.42384
H 1.04599 2.44264 -2.18783
H -1.51669 -2.35104 0.06596
H -2.39127 -0.34039 1.24889
C -0.50765 -2.21971 -0.31906
H -1.35720 0.32310 2.51236
C -1.60931 0.40240 1.44874
C 1.36118 -0.88829 0.63771
H 0.06445 -3.13223 -0.15876
O 2.44092 -1.17936 0.98616
H -0.54613 -1.97640 -1.38186
H 2.63745 2.19446 -1.74556

Least stable structure: entry 1

Entry 1
# C5H9N3O

One molecule with the formula C5H9N3O (ωB97M-V/def2-TZVPD, the Open Molecules 2025 dataset).

Gap between HOMO and LUMO (spin up / spin down), Eh: 0.2980 / 0.2980
SMILES: CO\C=C/N=C\C=N\N

CARTESIAN COORDINATES (ANGSTROEM)
C 1.24067 -0.42345 -1.24966
H -3.20777 -0.27601 -0.34200
H 1.56266 -0.95859 -2.09633
C 1.37920 0.88669 -1.30986
N -2.25284 -0.77745 -0.66607
C 1.34469 -0.91176 0.93189
H 0.74880 -0.06008 1.43830
H -2.03459 1.13246 0.92214
C -0.00570 1.80133 0.41445
H 0.01703 2.58084 1.07940
N 1.08200 1.87150 -0.33759
H 2.28891 -0.56807 0.87847
N -1.20670 0.05590 -0.62481
C -1.11203 0.98581 0.27536
H 1.97823 1.31189 -2.06358
H 1.25038 -1.81858 1.59138
H -2.39342 -1.33195 -1.59117
O 0.89244 -1.34928 -0.28781

Entry 2
# C5H9N3O

One molecule with the formula C5H9N3O (ωB97M-V/def2-TZVPD, the Open Molecules 2025 dataset).

Gap between HOMO and LUMO, Eh: 0.3281
SMILES: [H]/N=C(/C(N)=O)N(C)C=C

CARTESIAN COORDINATES (ANGSTROEM)
C -0.67352 0.02579 -2.01873
O -0.25972 1.22350 1.92705
H 1.76954 -0.41488 -1.47614
H 2.03984 0.54705 3.14130
N -0.50068 -0.16228 -0.64683
H -1.77595 -0.46694 -3.69990
C -1.67215 -0.69464 0.03868
H 0.06334 0.65366 -2.52482
N 1.88475 -0.04897 -0.55291
N 1.73453 0.07289 2.25481
H 2.48510 -0.29485 1.76808
H -2.53616 -1.29491 -2.20668
H -1.85765 -1.76953 -0.38013
C 0.64218 0.44144 1.49260
C -1.70760 -0.62076 -2.61241
C 0.74423 0.02081 0.02905
H -2.50797 -0.03026 -0.11880
H -1.43134 -0.78463 1.12001

Least stable structure: entry 1

Entry 1
# C4H4ClNOS

A 2-piece molecular cluster, C4H4ClNOS overall (ωB97M-V/def2-TZVPD, the Open Molecules 2025 dataset).

Gap between HOMO and LUMO (spin up / spin down), Eh: 0.2842 / 0.2802

CARTESIAN COORDINATES (ANGSTROEM)
H 2.40439 -0.40010 -1.72413
C 2.42000 -0.87163 -0.72146
N -0.04533 1.24704 -0.10704
H 2.24698 -2.05136 -0.64859
O -1.38000 -1.92679 1.07448
Cl 3.48225 -0.18792 0.57216
H -3.03486 0.43810 0.84023
C -1.34460 1.61350 0.28549
H -1.44621 2.69098 0.30085
C 0.16536 -0.03768 -0.07879
S -1.33844 -1.01398 -0.12261
C -2.12955 0.49983 0.32941

Entry 2
# C4H4ClNOS

C4H4ClNOS as an isolated structure (ωB97M-V/def2-TZVPD, the Open Molecules 2025 dataset).

Gap between HOMO and LUMO, Eh: 0.3051

CARTESIAN COORDINATES (ANGSTROEM)
Cl -3.23258 -0.04495 0.24765
H 2.79001 0.02901 0.77825
C -2.01856 -0.92612 -0.51996
H 1.95733 2.51268 0.42719
S -0.23954 1.70503 -0.23124
N -0.32225 0.04549 -0.22860
H -2.02879 -0.89912 -1.59892
H -1.70429 -1.84237 -0.03802
O 0.80727 -1.86576 0.25194
C 0.77422 -0.65244 0.17383
C 1.40343 1.60410 0.28700
C 1.81375 0.33447 0.45088

Least stable structure: entry 1